Record 1
# C44H40N6O5RhS

C44H40N6O5RhS as an isolated structure (wB97M-V/def2-TZVPD, the OMol25 dataset).

```
97
Properties=species:S:1:pos:R:3:forces:R:3:mulliken_spin:R:1
Rh 0.55802 -0.30794 -0.47149 0.51 -0.47 -0.53 2.6569
C -5.67829 -5.18379 -1.52007 0.01 -0.01 -0.01 -0.0005
C -4.63089 -4.36189 -0.81495 -0.03 -0.02 -0.01 0.0017
C -4.24697 -3.11877 -1.30853 0.02 0.07 -0.02 0.0001
C -3.30028 -2.34849 -0.64948 -0.03 -0.02 -0.05 0.0007
C -2.71914 -2.82364 0.51666 0.01 -0.09 -0.04 0.0000
C -3.09938 -4.05350 1.03258 -0.05 -0.02 -0.03 -0.0023
C -4.04679 -4.81559 0.36288 0.03 -0.01 0.06 -0.0009
S -1.47738 -1.83953 1.32579 -0.20 0.11 0.09 0.0452
O -1.48693 -2.27764 2.70275 0.05 -0.01 0.06 0.0064
O -1.86255 -0.46413 1.04329 -0.24 -0.09 0.12 0.0139
N -0.11779 -2.03786 0.57434 0.22 -0.06 -0.01 0.0954
C 0.76676 -3.14045 0.64328 -0.23 0.31 0.04 0.0454
C 0.47431 -4.34582 1.27647 0.03 -0.07 0.02 0.0584
C 1.40674 -5.37825 1.26886 -0.02 0.05 -0.01 -0.0165
C 2.62700 -5.21278 0.64159 0.04 -0.03 -0.01 0.0690
C 2.96127 -4.00104 0.00852 0.06 0.04 -0.04 -0.1016
C 4.21950 -3.78408 -0.62730 -0.05 0.09 -0.01 0.5214
C 4.46503 -2.52835 -1.21470 0.03 -0.17 0.05 -0.0795
C 3.50562 -1.55306 -1.17314 -0.21 0.13 0.07 0.1734
N 2.28216 -1.70976 -0.58014 -0.05 -0.11 0.08 0.3005
C 2.01042 -2.94177 0.00920 0.13 0.09 -0.04 0.0261
H -5.77732 -4.88291 -2.56352 0.00 0.00 0.01 0.0000
H -6.65668 -5.06496 -1.04711 0.02 0.01 0.00 0.0002
H -5.43034 -6.24609 -1.49563 0.00 0.01 0.01 0.0001
H -4.69622 -2.74504 -2.22352 0.01 -0.01 0.03 0.0004
H -3.01243 -1.37414 -1.02334 0.00 -0.03 0.02 -0.0002
H -2.66602 -4.39671 1.96300 -0.01 0.01 -0.04 0.0019
H -4.33704 -5.78103 0.76523 0.01 0.03 -0.01 0.0008
H -0.46337 -4.46513 1.79913 0.02 0.01 -0.01 0.0404
H 1.17262 -6.31247 1.76713 0.00 0.01 -0.01 0.0028
H 3.35749 -6.01613 0.63859 -0.02 0.02 0.00 -0.0039
H 4.95785 -4.57672 -0.64236 -0.02 0.02 0.00 0.0396
H 5.40658 -2.31429 -1.70911 -0.03 -0.01 0.02 -0.0054
H 3.69058 -0.58572 -1.62541 -0.03 0.00 0.02 0.0631
C 4.28384 5.02334 0.76551 -0.06 -0.04 -0.16 0.0002
O 3.28103 4.90262 -0.25063 0.30 -0.20 0.04 -0.0004
C 2.23518 5.75630 -0.08239 -0.12 0.20 0.03 0.0018
C 2.36656 7.09667 -0.42616 0.08 -0.09 -0.01 0.0005
C 1.32556 7.98385 -0.22226 -0.05 0.10 -0.01 -0.0002
C 0.13284 7.52757 0.31973 -0.05 -0.06 0.02 0.0002
C -0.01478 6.18346 0.62413 -0.13 0.11 -0.05 -0.0001
C 1.02635 5.28065 0.42691 -0.20 -0.10 -0.03 -0.0017
N 0.84670 3.93889 0.81484 0.21 -0.11 0.06 0.0048
C 1.02180 2.78758 0.06905 -0.37 0.24 -0.01 -0.0165
N 1.05132 2.95556 -1.27650 0.39 -0.05 0.09 -0.0084
C 0.11606 1.36352 -2.77555 0.14 -0.16 0.08 -0.1269
C -0.37599 0.13532 -2.36227 -0.05 0.34 0.14 0.1501
C -1.43228 -0.37818 -3.13050 0.02 -0.08 -0.02 -0.1422
C -1.94591 0.31945 -4.21303 0.02 0.00 0.00 -0.0024
C -1.46361 1.58206 -4.56663 0.00 -0.08 0.04 0.0055
C -0.42032 2.10827 -3.82353 -0.03 -0.02 -0.05 0.0726
O 0.13788 3.34452 -4.02594 0.04 0.12 -0.12 -0.0002
C -0.07652 3.93936 -5.28968 0.00 0.02 0.07 0.0010
N 1.02489 1.61960 0.61834 0.24 -0.05 0.15 0.1180
C 1.13956 1.55689 2.03775 -0.15 -0.01 -0.14 0.0039
C 0.00610 1.26921 2.79097 -0.05 -0.02 0.10 -0.0269
C 0.07064 1.20281 4.17628 -0.02 -0.01 -0.05 0.0000
C 1.27662 1.42660 4.82103 0.01 0.00 0.05 0.0095
C 2.41695 1.69364 4.07820 -0.02 -0.02 0.00 -0.0042
C 2.36280 1.74934 2.69243 -0.15 0.00 0.11 -0.0364
O 3.51716 2.05795 2.03649 0.26 0.08 -0.26 0.0010
C 3.96066 1.10731 1.05448 -0.02 0.03 0.11 0.0245
H 5.05937 4.30521 0.51666 0.01 -0.03 0.00 0.0000
H 3.86783 4.77694 1.74103 -0.03 -0.03 0.06 -0.0001
H 4.70225 6.03368 0.77208 -0.02 -0.01 0.01 0.0000
H 3.31159 7.42441 -0.84274 -0.02 0.01 0.01 0.0000
H 1.44360 9.02691 -0.48699 0.00 -0.01 0.00 0.0000
H -0.69183 8.20943 0.48659 0.03 -0.02 -0.01 0.0000
H -0.95528 5.81002 1.01371 0.04 0.00 0.00 0.0000
H 0.37223 3.77960 1.68973 0.06 -0.01 0.07 -0.0022
H 0.87326 3.85854 -1.68949 -0.12 0.03 -0.06 0.0014
H -1.84470 -1.35357 -2.89663 0.00 0.02 0.00 0.0066
H -2.74688 -0.11474 -4.80242 -0.01 0.01 0.01 -0.0006
H -1.89599 2.12176 -5.39803 0.00 -0.01 0.01 0.0002
H 0.53528 4.83796 -5.31496 0.02 0.00 0.00 -0.0002
H -1.12349 4.21895 -5.43350 -0.02 0.00 0.00 0.0000
H 0.23092 3.26505 -6.09222 -0.01 -0.01 -0.03 0.0000
H -0.91608 1.05293 2.26378 0.06 0.04 0.05 0.0072
H -0.81927 0.95246 4.73959 0.02 0.01 -0.01 -0.0002
H 1.33939 1.36974 5.90098 0.00 0.00 -0.01 0.0008
H 3.37857 1.85022 4.55195 -0.02 0.00 0.00 -0.0004
H 5.00798 1.33307 0.86509 0.00 0.00 0.00 -0.0156
H 3.38976 1.19252 0.13600 -0.05 -0.01 -0.15 0.0001
H 3.86614 0.08831 1.43007 -0.01 -0.04 0.02 -0.0024
N 1.29665 1.87156 -2.09835 0.13 0.13 -0.22 -0.0135
C 2.48999 1.92340 -2.88557 -0.33 -0.05 0.11 0.0063
C 2.80376 0.80060 -3.65363 -0.02 0.04 -0.06 0.0102
C 3.94576 0.79416 -4.43576 -0.02 0.01 0.03 -0.0059
C 4.79299 1.89713 -4.46436 0.00 0.01 0.00 0.0040
C 4.47870 3.00660 -3.69595 -0.04 -0.04 0.01 -0.0015
C 3.32980 3.02794 -2.91178 0.14 0.03 0.07 0.0028
H 2.15661 -0.06644 -3.61010 0.01 0.01 0.00 0.0208
H 4.18383 -0.09216 -5.01119 0.00 0.01 0.01 0.0017
H 5.69162 1.88462 -5.06910 -0.03 0.00 0.01 0.0002
H 5.12850 3.87430 -3.69992 -0.01 -0.01 0.00 -0.0002
H 3.11885 3.89532 -2.30561 -0.01 -0.01 0.03 0.0006
```
Positions in Å, forces in eV/Å.

Calculated values
Total charge: -1
Expectation value of S²: 6.0266
Spin multiplicity: 5
E_LUMO (alpha / beta): 0.07853 / 0.07849 Eh
Electronic energy: -79297.029 eV
Molecular weight: 867.8 g mol⁻¹
Frontier orbital gap (alpha / beta): 3.631 / 6.193 eV

Record 2
# C8H14ClN6O7P2Sn

C8H14ClN6O7P2Sn as an isolated structure (wB97M-V/def2-TZVPD, the OMol25 dataset).

```
39
Properties=species:S:1:pos:R:3:forces:R:3:lowdin_charge:R:1
Sn 0.58862 -0.63467 -1.05112 -0.14 0.16 -0.30 1.5533
C -2.27124 3.71033 1.20530 -0.03 0.02 0.00 0.0238
C -1.71589 4.14014 -0.07505 -0.32 -0.06 0.02 -0.2543
O -1.50155 5.37015 -0.24076 0.16 0.02 0.04 0.2509
P -1.62190 2.98787 -1.55153 -0.10 -0.07 -0.19 0.4594
O -3.17026 2.90382 -1.68397 0.06 -0.02 -0.08 -0.0261
O -1.14702 3.96835 -2.67944 0.07 0.25 0.10 -0.0480
O -0.85358 1.75502 -1.36268 0.00 0.11 0.26 -0.3716
P 1.32496 2.07724 1.35141 -0.26 0.32 0.16 0.5644
O 2.02448 2.14511 2.71672 0.20 -0.10 -0.13 -0.0075
O 0.86165 3.29921 0.71328 0.04 -0.19 0.05 -0.1994
O 1.13063 0.68852 0.91903 0.03 -0.31 -0.26 -0.3770
H -3.35923 3.84791 1.07860 -0.02 -0.01 -0.01 0.1511
H -1.97461 4.35654 2.03066 0.07 0.01 -0.03 0.1315
H -2.11436 2.65160 1.40086 0.05 0.04 -0.02 0.1064
H -1.24802 5.63133 -1.15412 0.03 -0.04 0.01 0.1816
H -3.59800 2.61905 -2.50892 -0.03 0.04 0.01 0.1490
H -0.23553 3.92344 -3.00881 -0.04 -0.14 -0.09 0.1418
H 2.30546 3.01051 3.06744 -0.07 0.02 0.02 0.1517
Cl -0.66590 -4.70582 3.03416 0.00 -0.01 0.00 0.7952
C -1.18809 -3.86310 1.64380 0.00 -0.01 0.04 -0.6365
C -2.43476 -4.10277 1.07524 -0.05 0.01 -0.02 -0.0129
C -2.80419 -3.39227 -0.05631 0.01 -0.03 0.02 0.0007
C -1.92600 -2.46685 -0.58431 -0.01 0.02 -0.02 -0.1379
N -0.72781 -2.23446 -0.02745 0.22 0.01 0.31 -0.1624
C -0.35939 -2.91879 1.06805 0.01 0.02 -0.04 -0.1566
H -3.09977 -4.83382 1.51683 0.01 -0.01 -0.01 0.1382
H -3.76370 -3.55960 -0.52482 0.01 0.00 -0.02 0.1349
H -2.17629 -1.90200 -1.47626 0.00 0.01 0.01 0.1119
H 0.61579 -2.71136 1.49180 -0.01 0.02 0.00 0.1101
N 3.80194 -3.84888 0.26065 -0.07 0.21 0.48 0.1859
N 3.75543 -2.70718 -0.46217 0.15 -0.07 -0.18 -0.2477
N 4.83286 -2.15221 -0.94430 -0.11 0.05 -0.05 0.1885
C 4.36089 -1.03700 -1.50237 0.06 -0.04 0.02 -0.1270
N 3.04150 -0.94495 -1.35609 0.14 -0.17 0.23 -0.1180
N 2.66560 -2.03401 -0.67212 -0.11 0.16 0.01 -0.0473
H 4.69860 -4.30861 0.17229 -0.03 -0.08 -0.12 0.1393
H 2.96571 -4.40740 0.18773 0.07 -0.13 -0.21 0.1245
H 4.98298 -0.32040 -2.01125 0.00 -0.01 -0.01 0.1360
```
Positions in Å, forces in eV/Å.

Calculated values
Total charge: +3
Spin multiplicity: 1
E_LUMO: -0.37712 Eh
Electronic energy: -68703.038 eV
Molecular weight: 522.3 g mol⁻¹
Frontier orbital gap: 7.371 eV

Record 3
# C3H6Cl2Si

A 2-piece molecular cluster, C3H6Cl2Si overall (wB97M-V/def2-TZVPD, the OMol25 dataset).

```
12
Properties=species:S:1:pos:R:3:forces:R:3:lowdin_charge:R:1
Cl 1.65713 -3.60376 2.95921 0.04 -0.58 0.12 0.2185
Si 1.51797 -2.15804 1.54420 -0.93 1.04 1.78 -0.2712
Cl -0.22431 -2.32154 0.51841 -0.05 -0.07 -0.20 0.2481
H 2.65256 -2.19349 0.71978 0.99 -0.13 -1.01 -0.1028
H 1.49207 -0.92570 2.40855 -0.06 -0.30 -0.68 -0.0683
C -0.45757 0.90081 -0.92983 2.38 1.21 -2.09 -0.0638
C -1.66698 0.97858 -1.29931 -2.52 0.38 1.34 -0.0934
C -1.03012 2.32020 -1.24008 0.49 -1.64 0.80 -0.1525
H 0.57584 0.63829 -1.04720 -0.16 -0.90 0.74 0.0892
H -2.67986 0.64282 -1.16769 0.03 -0.63 -0.59 0.0923
H -1.00334 2.86503 -0.34599 -0.63 1.18 1.00 0.0497
H -0.83338 2.85678 -2.12004 0.41 0.44 -1.22 0.0543
```
Positions in Å, forces in eV/Å.

Calculated values
Structure (SMILES): Cl[SiH2]Cl.C1=CC1
Total charge: 0
Spin multiplicity: 1
E_LUMO: 0.02841 Eh
Electronic energy: -36129.538 eV
Molecular weight: 141.1 g mol⁻¹
Frontier orbital gap: 10.500 eV

Record 4
# C4H10NS2

An isolated ion of composition C4H10NS2 and charge +1 (wB97M-V/def2-TZVPD, the OMol25 dataset).

```
17
Properties=species:S:1:pos:R:3:forces:R:3:lowdin_charge:R:1
C -0.16392 1.28514 1.22467 -0.51 3.95 4.87 -0.0800
C 0.15131 -0.06683 0.86066 2.34 -2.42 0.63 -0.4169
N -1.17694 -0.77031 0.58894 0.50 -2.36 -0.82 0.1777
C 1.11416 -0.19744 -0.31506 -0.45 -0.10 0.67 -0.9008
S 2.57172 -0.77726 -0.16197 1.30 -0.52 0.43 0.9026
C 0.59346 0.29683 -1.57276 -1.01 -0.79 -1.45 -0.4844
S -0.40112 -1.10513 -2.36929 0.45 0.63 0.10 0.7960
H -0.42307 1.94009 0.46391 -0.85 0.92 -1.88 0.0550
H 0.63228 1.97750 1.77848 -1.12 -2.23 -1.04 0.1667
H -1.05879 1.32327 1.99919 1.67 -0.14 -1.39 0.1437
H 0.68337 -0.56343 1.75077 -1.12 0.32 -1.32 0.1640
H -1.35071 -1.35076 -0.36393 0.79 2.22 1.22 0.1257
H -1.89510 -0.12868 0.88474 -0.84 -0.07 -0.23 0.1401
H -1.13367 -1.55500 1.22593 -0.56 -0.21 0.65 0.1573
H -0.20839 0.96479 -1.30031 0.08 1.03 -0.86 0.0600
H 1.37531 0.58728 -2.30027 -0.78 0.31 0.54 0.1033
H 0.69010 -1.86006 -2.39370 0.12 -0.56 -0.13 -0.1102
```
Positions in Å, forces in eV/Å.

Calculated values
Structure (SMILES): C[C@@H]([NH3+])C(=S)CS
Total charge: +1
Spin multiplicity: 1
E_LUMO: -0.16764 Eh
Electronic energy: -27462.278 eV
Molecular weight: 136.3 g mol⁻¹
Frontier orbital gap: 8.396 eV